ORCA calculation (ωB97M-V/def2-TZVPD) on 2 unconnected molecules or ions with the total composition CH8N2S2 in a non-equilibrium geometry.

Properties
* total charge: 0
* lowest unoccupied orbital energy: 0.32 eV
* frontier orbital gap: 9.29 eV
* relative energy (zero: lowest compared OMol25 entry of this formula, charge and spin): 10.5 kcal/mol
* electronic energy: -948.7527 Eh
* SMILES: NCN.SS

```
13
Properties=species:S:1:pos:R:3:forces:R:3
S -2.4110 0.3415 0.9827 0.054 0.037 -0.324
S -2.4421 -1.6010 0.2790 0.602 0.056 -0.024
N 1.1356 -0.0411 0.9483 -0.701 1.277 -0.004
N 1.2537 -0.3203 -1.4409 -0.572 0.078 0.843
C 1.0515 0.6690 -0.3376 0.823 -0.939 -1.292
H -3.5709 -1.9182 0.8793 -0.629 -0.229 0.153
H 1.9809 0.0138 -2.0426 0.399 -0.182 -0.317
H -2.5649 0.8941 -0.2345 -0.097 0.134 0.211
H 1.8294 0.4077 1.5374 0.226 -0.165 -0.131
H 1.5475 -1.1683 -0.9668 0.141 -0.034 -0.351
H 1.8481 1.4067 -0.4863 -0.281 0.279 0.544
H 0.0796 1.1210 -0.5361 0.017 0.181 0.551
H 0.2625 0.1950 1.4181 0.017 -0.493 0.141
```
Positions in Å, forces in eV/Å.